A molecular structure, C32H30Cl2CsN9O3P, computed with ωB97M-V with the def2-TZVPD basis set.

XYZ file:
```
78
Properties=species:S:1:pos:R:3
Cs -0.91242 -0.89104 -1.23109
Cl -0.60755 -2.02985 6.42092
C -0.06813 -1.65199 4.80584
C -0.99618 -1.27459 3.85811
C -0.63773 -0.94967 2.54641
N -1.64239 -0.48379 1.67497
C -2.69710 -1.26321 1.51591
O -2.86916 -2.46530 1.80994
C -3.89770 -0.57900 0.87895
C -5.01642 -0.31018 1.66839
C -6.11415 0.29385 1.09120
C -6.07776 0.60309 -0.26340
C -4.93250 0.28492 -0.96977
N -3.86423 -0.29041 -0.41744
C 0.72363 -1.03881 2.18140
C 1.64759 -1.42118 3.16116
C 1.27099 -1.71916 4.45421
Cl 2.49383 -2.17864 5.61038
N 1.17813 -0.67717 0.89901
C 2.08705 -1.45557 0.33545
O 2.48898 -2.59920 0.65135
C 2.78663 -0.84760 -0.87280
C 4.17811 -0.93267 -0.92242
C 4.85032 -0.34411 -1.97533
C 4.11564 0.28227 -2.97278
C 2.73616 0.27963 -2.86109
N 2.07936 -0.26128 -1.83639
H -2.04070 -1.23065 4.13405
H -4.99996 -0.58436 2.71478
H -6.99235 0.52199 1.68334
H -6.91635 1.07406 -0.75880
H -4.85536 0.50534 -2.02992
H 2.68989 -1.50722 2.88955
H 4.69194 -1.46050 -0.13101
H 5.93235 -0.37293 -2.02473
H 4.59599 0.75593 -3.81853
H 2.12199 0.74065 -3.62880
C -0.38110 -4.21074 0.25359
P -0.56558 -4.69118 -1.46426
C -1.77489 -6.03530 -1.45433
C 1.00887 -5.46219 -1.89547
O -0.96076 -3.59922 -2.41114
H -0.23720 -5.10578 0.86331
H -1.28117 -3.70010 0.60993
H 0.49833 -3.57543 0.39582
H -1.46001 -6.84809 -0.79902
H -1.90519 -6.41190 -2.46913
H -2.72595 -5.63895 -1.09817
H 1.23442 -6.28986 -1.22190
H 1.79373 -4.71075 -1.79655
H 0.97616 -5.82164 -2.92420
C -2.09283 2.45500 0.21778
C -1.49932 2.84354 -1.09436
N -1.53376 2.11477 -2.19077
C -0.95733 2.89661 -3.17206
C -0.57592 4.09530 -2.67263
N -0.94712 4.07436 -1.34362
C -0.52582 5.06775 -0.39061
N 0.90672 5.11318 -0.24583
N 1.55603 6.23558 -0.64110
N 2.81650 6.05848 -0.53423
C 3.03765 4.78026 -0.06780
C 4.23619 4.11181 0.20115
C 4.13987 2.81439 0.64132
C 2.88803 2.18419 0.81235
C 1.70084 2.82707 0.55000
C 1.80470 4.15103 0.11025
H -1.88644 1.40763 0.45422
H -3.17742 2.58019 0.18596
H -1.70725 3.04158 1.05058
H -0.85535 2.53799 -4.18335
H -0.07867 4.94429 -3.10927
H -1.01114 4.87235 0.56199
H -0.80209 6.06263 -0.73664
H 5.18735 4.60681 0.05889
H 5.03756 2.24920 0.85684
H 2.82457 1.15675 1.14399
H 0.76439 2.29677 0.67742
```

* charge: -1
* E_HOMO: -4.232 eV

A molecular structure, C32H30FN4O5RhS2Te in a non-equilibrium geometry, computed with ωB97M-V with the def2-TZVPD basis set.

XYZ file:
```
76
Properties=species:S:1:pos:R:3
Rh 0.56566 0.49005 0.43766
C -4.43268 -4.63788 -0.00031
C -4.97291 -3.43780 0.76386
C -6.38766 -3.08514 0.31506
C -6.95294 -2.02948 1.25535
C -6.00218 -0.86943 1.40065
C -6.48623 0.36036 1.80639
C -5.63578 1.45085 1.91406
F -6.15003 2.62863 2.31958
C -4.30797 1.35358 1.60938
C -3.79545 0.11625 1.20294
C -2.37549 0.02066 0.94475
O -1.62019 0.99754 1.02556
C -1.88791 -1.32445 0.63898
C -2.86480 -2.25772 0.06324
N -4.12611 -2.23511 0.66836
C -4.63667 -1.01851 1.09542
C 0.31573 -1.30748 1.60221
O -0.44511 -1.33905 2.69346
O 1.51706 -1.03854 1.65835
H -5.11086 -5.47537 0.15780
H -3.45577 -4.93362 0.37469
H -4.38150 -4.44059 -1.07169
H -5.01879 -3.70627 1.82673
H -7.00746 -3.98210 0.34227
H -6.36305 -2.70618 -0.70980
H -7.12680 -2.47957 2.23804
H -7.91176 -1.66646 0.88211
H -7.53683 0.48824 2.02986
H -3.64521 2.20393 1.67036
H -2.46037 -3.25012 -0.05726
N -6.96571 -4.96222 4.77036
C -5.73313 -4.59694 4.27305
C -5.31728 -3.26025 4.31752
C -4.10285 -2.88377 3.77580
C -3.29520 -3.84310 3.18777
C -3.69566 -5.17060 3.12619
C -4.91046 -5.54969 3.65681
S -1.65841 -3.51803 2.59918
O -1.49480 -4.24532 1.36045
O -0.71433 -3.81038 3.63416
N -1.70140 -1.85407 2.32383
C -0.44731 -1.48058 0.35072
S -3.05264 -1.68374 -1.81622
C -1.52878 -2.11338 -2.48533
C -0.29570 -2.21871 -1.92513
N 0.18045 -1.97632 -0.68458
H -7.39432 -4.33107 5.42539
H -7.10483 -5.93870 4.96553
H -5.95840 -2.52260 4.78392
H -3.77263 -1.85571 3.81746
H -3.02946 -5.88428 2.66109
H -5.22194 -6.58542 3.61539
H -1.60047 -2.26295 -3.55569
H 0.49671 -2.50821 -2.60875
C 5.96438 4.63093 -1.92918
C 4.64314 3.91581 -1.91625
C 4.05471 3.48536 -3.09594
C 2.83351 2.82166 -3.10914
C 2.24127 2.40590 -4.42443
C 2.18319 2.57436 -1.89649
Te 0.32556 1.52555 -1.90100
C 2.74700 3.02065 -0.69667
C 2.07179 2.83258 0.62981
C 3.96774 3.68281 -0.72556
H 6.45444 4.52684 -2.89566
H 6.62874 4.23969 -1.15877
H 5.82536 5.69623 -1.73480
H 4.56028 3.67466 -4.03544
H 2.96980 2.50661 -5.22661
H 1.37952 3.03405 -4.66073
H 1.89691 1.37080 -4.38940
H 1.93079 1.74103 0.86222
H 1.10162 3.33470 0.65180
H 2.68824 3.23553 1.43077
H 4.40139 4.03224 0.20452
```

* E_HOMO (spin up / spin down): -6.775 / -6.760 eV

A molecular structure, C32H30N3O7RhSb, computed with ωB97M-V with the def2-TZVPD basis set.

XYZ file:
```
74
Properties=species:S:1:pos:R:3
Rh -0.40855 2.10149 0.07629
N 0.52213 2.61375 -2.04426
C 1.98381 2.65541 -2.00550
C 2.51393 2.81186 -0.59146
O 3.65596 3.19712 -0.41070
N 1.64316 2.43222 0.38881
C 2.08084 2.59629 1.75573
C 0.92153 2.40686 2.72487
O 1.08279 2.57364 3.91492
O -0.19090 2.02257 2.16580
H 0.18451 2.16030 -2.88347
H 0.13181 3.55309 -1.99327
H 2.40675 3.45645 -2.61353
H 2.37294 1.70950 -2.38722
H 2.54050 3.57334 1.91837
H 2.84575 1.85691 2.02373
O -7.14682 3.85083 -1.44305
C -6.76133 2.67911 -1.29849
O -7.41134 1.61571 -1.33961
C -5.24920 2.54363 -1.01818
C -4.70601 1.26945 -0.86914
C -3.35650 1.14370 -0.63243
N -2.54241 2.20335 -0.53712
C -3.05863 3.43440 -0.66935
C -4.40489 3.64026 -0.91465
C -2.07734 4.59336 -0.55664
O -2.47266 5.71712 -0.79366
O -0.87412 4.24762 -0.23281
H -5.35710 0.40944 -0.94402
H -2.88471 0.17938 -0.50985
H -4.77332 4.64909 -1.02478
C -2.52826 -2.40465 -0.69927
C -1.36222 -3.30229 -0.39075
C -1.51998 -4.68334 -0.48985
C -0.46967 -5.54961 -0.22936
C 0.76470 -5.04042 0.14259
C 0.93067 -3.66808 0.25195
C -0.11747 -2.79143 -0.01282
Sb 0.34833 -0.68508 0.19062
C 2.08127 -0.73167 -1.07060
C 3.27795 -0.15244 -0.65267
C 4.37259 -0.05752 -1.50015
C 4.27428 -0.53927 -2.79443
C 3.07886 -1.08993 -3.23254
C 1.97132 -1.18847 -2.39334
C 0.68800 -1.74999 -2.94921
C 1.16141 -0.99808 2.14289
C 2.50724 -1.24640 2.39105
C 2.96874 -1.45217 3.68445
C 2.07626 -1.41621 4.74147
C 0.72811 -1.20880 4.49575
C 0.24774 -1.00923 3.20657
C -1.23004 -0.83521 2.98157
H -3.38343 -2.97726 -1.05503
H -2.27131 -1.67506 -1.47032
H -2.84475 -1.85233 0.18844
H -2.48491 -5.08186 -0.78090
H -0.61693 -6.61871 -0.31639
H 1.59400 -5.70446 0.35069
H 1.89739 -3.27751 0.54967
H 3.35521 0.28820 0.33196
H 5.27552 0.42862 -1.15518
H 5.11476 -0.46256 -3.47253
H 2.99252 -1.43887 -4.25537
H 0.73387 -1.80721 -4.03630
H -0.16998 -1.12201 -2.68894
H 0.48467 -2.74965 -2.56294
H 3.21734 -1.29426 1.57758
H 4.02225 -1.63125 3.85815
H 2.42509 -1.55254 5.75709
H 0.02792 -1.19128 5.32214
H -1.77931 -0.95457 3.91423
H -1.60946 -1.58556 2.28013
H -1.44079 0.16316 2.59453
```

* ⟨S²⟩: 6.019
* 2S+1: 5
* charge: -1
* E_HOMO (spin up / spin down): -5.451 / -5.449 eV

A molecular structure, C32H30N5O3PdSSe in a non-equilibrium geometry, computed with ωB97M-V with the def2-TZVPD basis set.

XYZ file:
```
73
Properties=species:S:1:pos:R:3
Pd -0.76393 -0.15143 0.70907
C -1.42973 3.14692 1.77452
C -1.92139 2.16425 2.78345
C -2.20494 2.52980 4.10014
C -2.71348 1.57933 4.96626
C -2.95676 0.29268 4.50412
C -2.63118 -0.00955 3.18585
N -2.11685 0.92118 2.37329
C -2.84550 -1.34395 2.58740
C -3.91040 -2.15955 2.96509
C -4.04065 -3.40160 2.36894
C -3.14409 -3.78161 1.38633
C -2.13016 -2.90011 1.00837
N -1.98901 -1.72526 1.63312
C -1.16694 -3.21590 -0.06809
C -1.13958 -4.46823 -0.67915
C -0.16180 -4.75089 -1.62013
C 0.76787 -3.77833 -1.92290
C 0.65465 -2.51895 -1.32521
C 1.63956 -1.45690 -1.68846
N -0.29962 -2.25548 -0.44032
H -2.22235 3.85367 1.53501
H -1.11403 2.62327 0.86567
H -0.58160 3.70045 2.17219
H -2.01627 3.53830 4.43409
H -2.92409 1.82978 5.99538
H -3.36126 -0.46517 5.15796
H -4.63471 -1.81412 3.68367
H -4.84000 -4.06452 2.65601
H -3.25407 -4.74305 0.91580
H -1.86546 -5.22055 -0.43057
H -0.12343 -5.72034 -2.09252
H 1.57032 -3.97163 -2.61793
H 1.72790 -1.36639 -2.77024
H 2.60827 -1.73948 -1.27845
H 1.37543 -0.49920 -1.24288
C -3.33067 -0.95778 -3.68817
N -2.14765 -0.18561 -3.43950
C -1.77801 0.33518 -2.25164
Se -2.77938 0.31378 -0.70992
N -0.57685 0.94003 -2.38655
C -0.14922 0.79764 -3.68754
C 1.00480 1.19541 -4.34354
C 1.11900 0.84718 -5.67790
C 0.11501 0.14464 -6.34348
C -1.04483 -0.24549 -5.70144
C -1.15808 0.08208 -4.36019
H -3.86373 -1.08688 -2.74642
H -3.04860 -1.92966 -4.09078
H -3.97750 -0.43936 -4.39388
H -0.05399 1.34806 -1.60650
H 1.78021 1.74796 -3.83657
H 2.00641 1.12953 -6.22181
H 0.25037 -0.10437 -7.38427
H -1.82659 -0.77493 -6.22009
C 6.64087 3.57509 2.27215
C 5.36504 2.81720 2.07197
C 4.37280 2.84393 3.04663
C 3.18322 2.16207 2.86165
C 2.98203 1.45181 1.69529
C 3.95864 1.39905 0.71864
C 5.14601 2.08245 0.90902
S 1.41914 0.65020 1.45098
O 0.57037 0.92733 2.59677
O 1.60345 -0.77420 1.21390
O 0.85497 1.27891 0.20010
H 6.74257 3.89476 3.30630
H 6.65159 4.45953 1.63522
H 7.50553 2.97053 2.00563
H 4.53739 3.40693 3.95346
H 2.39584 2.16284 3.59885
H 3.78000 0.82805 -0.17856
H 5.90913 2.04866 0.14732
```

* charge: +1
* E_HOMO (spin up / spin down): -10.113 / -10.111 eV

2 unconnected molecules or ions with the total composition C32H30NO3 in a non-equilibrium geometry, computed with ωB97M-V with the def2-TZVPD basis set.

XYZ file:
```
66
Properties=species:S:1:pos:R:3
C 6.47013 -1.91801 1.88431
O 5.46465 -2.45195 2.77430
C 4.23373 -1.87410 2.79032
C 3.24527 -2.50135 3.58988
C 1.96102 -2.00480 3.61436
C 1.63784 -0.80524 2.93786
C 0.28529 -0.26354 2.98056
C -0.80915 -1.14825 3.03514
C -2.11622 -0.74434 3.26400
C -3.25985 -1.59304 2.99601
C -4.56104 -1.03667 2.96488
C -5.67290 -1.84565 2.74790
C -5.51506 -3.23230 2.60053
C -4.23515 -3.79739 2.64034
C -3.11396 -2.99019 2.83308
C 0.09012 1.18514 2.94872
C 0.90152 2.01338 3.75990
C 0.69810 3.37229 3.81823
C -0.23292 3.97792 2.93872
O -0.32910 5.33354 2.99617
C -1.17637 6.01830 2.04774
C -1.01114 3.17239 2.07355
C -0.88954 1.79326 2.14064
C 2.64725 -0.15990 2.18634
C 3.91260 -0.70179 2.05996
H 7.35627 -2.51070 2.10760
H 6.17827 -2.05309 0.83360
H 6.66393 -0.85474 2.08157
H 3.52093 -3.38944 4.15517
H 1.19012 -2.51301 4.19590
H -0.57953 -2.21339 2.95647
H -2.32673 0.31317 3.42457
H -4.67527 0.04200 3.10708
H -6.66498 -1.39212 2.69857
H -6.39049 -3.87018 2.47261
H -4.09950 -4.87358 2.52352
H -2.12041 -3.43971 2.87827
H 1.67601 1.55985 4.38198
H 1.26162 4.00414 4.50239
H -1.09157 7.06574 2.33451
H -0.81526 5.87582 1.02014
H -2.21989 5.68510 2.12571
H -1.71286 3.63030 1.37273
H -1.53764 1.17085 1.52289
H 2.41356 0.76179 1.65113
H 4.65323 -0.22901 1.41066
C -7.62024 -0.83329 6.16728
O -7.10136 0.39488 6.72532
C -5.75754 0.60018 6.74445
C -4.81977 -0.32374 6.21228
C -3.47090 0.01534 6.21761
C -3.07169 1.26793 6.76251
N -1.69256 1.34277 6.68797
C -1.19569 0.19917 6.11248
C -2.25760 -0.63973 5.78691
C -3.97252 2.15426 7.34344
C -5.32206 1.82989 7.32353
H -8.70084 -0.73186 6.27052
H -7.34973 -0.93700 5.10559
H -7.26508 -1.70649 6.73375
H -5.13087 -1.28342 5.79144
H -1.14128 2.11741 7.04434
H -0.13116 0.06188 5.95864
H -2.20534 -1.69143 5.52666
H -3.60436 3.06832 7.80423
H -6.07390 2.48697 7.75814
```

* charge: +1
* E_HOMO: -10.082 eV

A molecular structure, C32H31AuN5O3, computed with ωB97M-V with the def2-TZVPD basis set.

XYZ file:
```
72
Properties=species:S:1:pos:R:3
Au 0.80226 0.83194 -1.15036
C 4.27950 0.64886 -1.81169
O 3.30025 0.80774 -0.77809
C 3.62676 0.38133 0.47849
C 4.76685 -0.33955 0.77957
C 5.03796 -0.67180 2.10453
C 4.18653 -0.28234 3.13334
C 3.04017 0.42930 2.83757
C 2.73762 0.73924 1.51056
N 1.58227 1.36868 1.09733
N 0.73397 1.85515 1.92171
C -0.10387 2.77587 1.49978
C 0.10603 3.38408 0.16812
O 1.15038 3.24115 -0.45074
C -1.08384 3.86604 -0.57323
C -2.42184 4.04503 0.16688
C -2.43913 3.62355 1.61414
C -3.60999 3.80649 2.34320
C -3.69885 3.42339 3.66907
C -2.60208 2.84648 4.30187
C -1.43005 2.65668 3.59839
C -1.33682 3.03836 2.25424
H 4.38283 -0.40168 -2.08926
H 5.23998 1.04515 -1.48750
H 3.91754 1.22320 -2.65829
H 5.45249 -0.63912 -0.00053
H 5.93249 -1.23774 2.33120
H 4.41616 -0.53784 4.15942
H 2.34562 0.73069 3.61096
H -0.80535 4.70719 -1.20274
H -2.81137 5.05870 0.09967
H -4.46587 4.26465 1.85810
H -4.62056 3.58017 4.21442
H -2.66305 2.55730 5.34319
H -0.56275 2.22344 4.08061
C -1.72206 -1.63254 -2.60543
N -2.07474 -2.03273 -1.25780
C -3.44882 -2.50933 -1.19153
C -1.71337 -1.07615 -0.22142
C -2.08837 0.36327 -0.51403
C -3.50150 0.73319 -0.23649
C -3.96242 1.96879 -0.37343
C -3.08652 3.06815 -0.87229
C -1.67269 2.66741 -1.40728
C -1.24454 1.26689 -1.01071
H -1.66355 -2.51353 -3.24832
H -0.74905 -1.14015 -2.61135
H -2.44526 -0.93244 -3.05246
H -3.57067 -3.35191 -1.87415
H -4.19323 -1.74781 -1.47380
H -3.67421 -2.86209 -0.18444
H -0.64349 -1.12744 -0.02997
H -2.21586 -1.39249 0.69603
H -4.14766 -0.05518 0.13290
H -4.98911 2.20947 -0.11621
H -3.61843 3.64498 -1.62914
H -1.54181 2.79984 -2.48108
N 1.95598 -6.50278 -2.33852
C 1.70632 -5.83611 -1.18655
O 1.47922 -6.39144 -0.13377
C 1.68581 -4.32233 -1.25648
C 1.73342 -3.58187 -2.42677
C 1.66724 -2.20162 -2.34844
N 1.55952 -1.54320 -1.19114
C 1.53116 -2.26428 -0.06233
C 1.58750 -3.64225 -0.05225
H 1.97248 -7.50783 -2.30035
H 2.20517 -6.05189 -3.19734
H 1.80557 -4.03907 -3.40502
H 1.68908 -1.60127 -3.25153
H 1.45895 -1.70922 0.86743
H 1.54768 -4.20279 0.87154
```

* ⟨S²⟩: 2.049
* 2S+1: 3
* charge: +1
* E_HOMO (spin up / spin down): -10.469 / -10.647 eV